Record 1
C22H27N5O2 | wB97M-V/def2-TZVPD

Structure (XYZ):
```
56
Properties=species:S:1:pos:R:3:forces:R:3:lowdin_charge:R:1
C 1.1997 -4.9768 3.6509 0.0 0.0 0.1 -0.1205
O 1.0816 -4.6842 5.0230 0.0 -0.1 0.1 -0.1906
C 0.9708 -3.3169 5.3377 -0.2 0.2 0.1 -0.2081
C -0.3496 -2.6608 4.8929 0.3 -0.1 0.3 -0.1407
N -0.2887 -2.1316 3.5560 0.0 -0.2 -0.1 0.0767
C -0.2853 -0.8107 3.2831 0.0 -0.2 -0.4 -0.4378
O -0.4376 0.0723 4.1288 -0.1 0.2 0.3 0.0224
C -0.0825 -0.5116 1.8745 0.0 0.3 0.1 -0.0317
C -0.0709 0.7803 1.3501 -0.1 -0.4 0.3 -0.2303
N -0.3502 1.8849 2.0556 0.1 0.1 -0.1 0.2081
N 0.2196 0.7567 0.0093 0.0 0.3 0.2 0.0261
C 0.2554 1.8802 -0.8900 -0.3 0.2 -0.2 -0.1197
C -1.1593 2.3464 -1.2681 0.2 0.2 0.1 -0.1298
C -1.1151 3.5967 -2.1017 0.0 -0.3 0.1 -0.2598
C -1.5240 4.7661 -1.6284 -0.1 0.2 0.0 -0.0565
C -1.4966 6.0486 -2.4006 0.2 0.1 -0.1 -0.1957
C -0.6340 5.9354 -3.6539 -0.3 0.0 -0.1 -0.2055
C -0.9494 4.6307 -4.3756 0.3 0.0 0.0 -0.1978
C -0.5587 3.4502 -3.4911 -0.1 0.2 -0.2 -0.1588
C 0.3830 -0.5516 -0.3674 0.3 -1.0 -0.7 -0.2003
N 0.6687 -0.9941 -1.5554 -0.2 0.8 0.6 0.2065
C 0.8006 -2.3475 -1.6296 0.0 -0.5 0.3 -0.2116
C 1.1069 -2.9296 -2.8717 0.0 -0.2 0.0 -0.0304
C 1.2566 -4.2853 -2.9814 0.0 0.2 -0.2 -0.0917
C 1.1077 -5.1116 -1.8575 0.0 -0.1 0.2 -0.0896
C 0.8080 -4.5776 -0.6347 0.0 -0.1 -0.2 -0.0258
C 0.6435 -3.1869 -0.4855 0.1 0.1 -0.5 -0.2101
N 0.3434 -2.6932 0.7407 -0.2 0.6 0.4 0.1693
C 0.2097 -1.3861 0.7994 0.1 -0.3 -0.2 -0.1444
H 1.9454 -4.3355 3.1670 0.0 0.0 0.0 0.0913
H 1.5233 -6.0153 3.5891 0.0 0.0 -0.1 0.0893
H 0.2441 -4.8716 3.1255 0.0 0.0 -0.1 0.0775
H 1.8125 -2.7537 4.9063 -0.1 0.0 0.1 0.1282
H 1.0427 -3.2822 6.4272 0.0 0.1 -0.1 0.1220
H -0.5709 -1.8140 5.5472 0.0 -0.2 0.0 0.1189
H -1.1556 -3.3975 4.9726 0.0 0.1 0.1 0.1299
H -0.1166 -2.7551 2.7768 0.0 0.0 0.0 0.0866
H -0.1147 2.8009 1.7177 0.0 0.0 0.0 0.1079
H -0.4259 1.6963 3.0555 0.0 0.1 0.0 0.0971
H 0.7938 1.5483 -1.7795 0.1 0.1 0.1 0.1211
H 0.8082 2.7033 -0.4239 0.0 -0.1 -0.1 0.1332
H -1.6487 1.5421 -1.8226 0.0 -0.1 0.0 0.1253
H -1.7314 2.5268 -0.3555 0.0 0.0 0.0 0.1100
H -1.9359 4.8328 -0.6293 -0.1 -0.1 0.2 0.1078
H -1.1286 6.8531 -1.7581 -0.1 0.0 0.0 0.1094
H -2.5236 6.3090 -2.6792 0.0 0.1 0.0 0.1157
H -0.8144 6.7893 -4.3093 0.1 0.0 0.0 0.1077
H 0.4215 5.9434 -3.3734 0.1 0.0 0.0 0.1161
H -0.4116 4.5790 -5.3239 -0.1 0.0 0.0 0.1091
H -2.0191 4.5876 -4.5899 -0.1 0.0 -0.1 0.1191
H -0.9152 2.5154 -3.9299 0.1 -0.1 0.0 0.1212
H 0.5329 3.3858 -3.4356 0.0 -0.1 -0.1 0.1214
H 1.2188 -2.2751 -3.7224 0.0 0.1 -0.1 0.1084
H 1.4924 -4.7288 -3.9376 0.0 0.0 -0.1 0.0995
H 1.2324 -6.1791 -1.9654 0.0 -0.1 0.0 0.1006
H 0.6909 -5.1978 0.2412 0.0 -0.1 0.1 0.1041
```
Forces are in eV/Å.

## Properties
- SMILES string: COCCNC(=O)c1c(N)n(CCC2=CCCCC2)c2nc3ccccc3nc12
- HOMO-LUMO gap: 0.2888 hartree
- Lowest unoccupied orbital energy: 0.05 eV

Record 2
C5H15AlBeNO2 | wB97M-V/def2-TZVPD

Structure (XYZ):
```
25
Properties=species:S:1:pos:R:3:forces:R:3:lowdin_charge:R:1
C 3.0442 0.5438 0.8689 -1.1 0.2 0.2 0.0030
C 1.8412 -0.3203 0.5122 3.2 -0.8 -1.1 -0.4403
O 2.0739 -1.5471 1.0631 -0.6 0.6 0.3 0.0663
C 1.4735 -0.4291 -1.0016 -1.5 -0.2 0.9 -0.0984
N 0.0415 -0.8288 -0.9892 0.7 0.8 -0.7 -0.0480
C -0.9122 0.1829 -1.4784 -0.4 -0.5 0.7 -0.1754
C -1.3659 1.1646 -0.3822 0.7 0.0 -0.5 -0.2305
O -1.7655 0.5235 0.8683 4.4 1.8 1.4 -0.3870
Al -3.4559 -0.2498 0.9572 -1.7 -1.8 0.4 0.2810
H 2.8626 1.5892 0.6103 0.2 0.0 -0.1 0.0961
H 3.2425 0.4541 1.9367 0.2 0.0 -0.1 0.1007
H 3.8915 0.1580 0.3061 0.0 0.0 0.0 0.1134
H 0.7877 0.0520 0.8731 -0.6 0.7 0.9 0.0734
H 1.3744 -2.1555 0.8042 -0.2 -0.4 -0.2 0.1313
H 1.6631 0.4975 -1.5505 -0.1 0.1 0.2 0.1372
H 2.1199 -1.2078 -1.4093 0.0 0.0 0.0 0.1489
H -0.1265 -1.7179 -1.4306 0.0 0.0 -0.2 0.1275
H -0.5628 0.7842 -2.3248 0.2 -0.1 0.0 0.1346
H -1.8018 -0.3527 -1.8103 0.0 0.0 0.0 0.1267
H -0.5204 1.8876 -0.1689 -0.3 -0.2 0.0 0.1252
H -2.1791 1.7654 -0.7945 -0.1 0.1 0.4 0.1270
H -3.1436 -1.7697 0.4558 0.3 0.4 -0.1 -0.1096
H -3.9256 -0.3009 2.4886 0.4 0.4 0.0 -0.1219
H -4.4343 0.4934 -0.0492 0.4 0.4 -0.1 -0.0993
Be -0.2224 0.7834 1.6449 -3.9 -1.3 -2.5 0.9181
```
Forces are in eV/Å.

## Properties
- HOMO-LUMO gap: 0.1545 hartree
- Lowest unoccupied orbital energy: -7.59 eV
- Net charge: +1

Record 3
C9H19N4O | wB97M-V/def2-TZVPD

Structure (XYZ):
```
33
Properties=species:S:1:pos:R:3:forces:R:3:mulliken_spin:R:1
C 2.1923 -1.5015 0.5687 -0.2 0.0 -0.1 -0.0078
C -3.2348 -0.9042 0.5439 -0.1 0.2 -0.1 -0.0097
C -2.3977 0.1206 1.2928 0.2 -0.4 0.6 0.0931
C -2.8459 -0.9172 -0.9274 0.0 -0.7 -0.1 0.0870
C 2.6391 1.9371 -0.4991 0.0 -0.1 -0.1 0.0077
C -0.8869 -0.1856 1.0639 -1.5 1.1 0.7 -0.0298
C -1.3080 -1.1094 -1.0544 -1.6 0.6 -0.7 -0.0114
C 2.6220 1.0558 0.7513 0.1 0.4 0.2 -0.0078
C 1.3626 1.4977 -1.2228 0.2 0.7 0.1 -0.0087
N 1.9708 -0.1505 0.2680 -0.5 0.2 -0.6 0.1758
N -0.7635 -0.0370 -0.3234 0.3 -1.8 0.4 1.0648
N 2.9126 -1.7482 1.6734 0.2 0.0 0.2 0.0211
N 1.1961 0.1064 -0.8326 3.0 0.2 -0.5 0.5221
O 1.7187 -2.3366 -0.1671 -0.2 -0.3 -0.2 0.0290
H -3.0922 -1.8952 0.9782 0.0 -0.1 0.0 -0.0026
H -4.2907 -0.6438 0.6352 0.0 -0.1 0.1 0.0052
H -2.6046 1.1220 0.9133 0.0 0.1 0.1 -0.0021
H -2.5926 0.1014 2.3644 -0.2 0.1 0.0 0.0008
H -3.3319 -1.7322 -1.4625 -0.2 0.1 -0.1 -0.0001
H -3.1160 0.0272 -1.3994 -0.1 0.0 -0.1 -0.0049
H 2.6361 2.9974 -0.2642 0.0 0.0 0.0 -0.0003
H 3.5191 1.7145 -1.1026 0.0 0.0 0.0 0.0008
H -0.2981 0.5677 1.5875 0.2 -0.1 0.1 0.0028
H -0.6571 -1.1924 1.4416 0.1 0.1 -0.2 0.0283
H -1.0313 -2.0993 -0.6693 0.2 0.2 0.1 0.0354
H -1.0414 -1.0193 -2.1079 0.2 -0.2 -0.1 -0.0029
H 3.6242 0.8334 1.1179 -0.1 -0.1 0.0 0.0053
H 2.0369 1.5123 1.5569 0.1 -0.1 0.0 0.0104
H 0.4931 2.0489 -0.8551 0.1 0.0 -0.1 0.0033
H 1.4170 1.6014 -2.3041 0.0 -0.1 0.0 0.0051
H 3.2064 -1.0432 2.3247 0.0 0.0 0.0 -0.0004
H 3.0691 -2.7146 1.9112 0.0 0.0 0.0 -0.0010
H 1.2507 -0.6460 -1.5250 -0.2 0.0 0.3 -0.0086
```
Forces are in eV/Å.

## Properties
- 2S+1: 3
- HOMO-LUMO gap (spin up / spin down): 0.3263 / 0.2639 hartree
- Lowest unoccupied orbital energy (spin up / spin down): -2.41 / -5.93 eV
- Net charge: +1

Record 4
C20H56BF5O9 | wB97M-V/def2-TZVPD

Structure (XYZ):
```
91
Properties=species:S:1:pos:R:3:forces:R:3:lowdin_charge:R:1
B 1.5723 -2.6338 -2.2750 -0.2 0.3 0.1 0.2169
C 0.5349 -1.4903 -1.8143 0.6 -1.5 0.0 -0.4349
F 0.5986 -0.3723 -2.5520 -0.1 0.7 -0.4 0.1008
F 0.7896 -1.1253 -0.5317 -0.3 0.2 0.5 0.0790
C -0.9199 -2.0781 -1.9133 1.2 1.7 -0.2 -0.6371
F -0.8962 -3.3689 -2.1379 0.2 -1.7 0.2 0.1891
F -1.5369 -1.5335 -2.9286 -0.8 0.7 -1.2 0.1957
F -1.6012 -1.8078 -0.8327 -0.8 -0.1 1.3 0.1956
H 1.8716 -3.4357 -1.4575 0.0 0.0 -0.1 0.0574
H 1.9249 -2.6480 -3.3948 0.0 -0.1 0.0 0.0419
C 2.5588 2.0542 -0.8933 0.1 0.0 0.0 -0.0848
C 2.4006 3.1954 -1.8813 -0.4 -0.3 0.1 -0.2997
O 2.0291 2.6996 -3.1687 0.2 0.1 -0.1 -0.0852
H 3.3147 1.3499 -1.2456 0.0 0.0 0.0 0.0642
H 2.8552 2.4267 0.0890 0.0 0.0 0.0 0.0770
H 1.6253 1.4973 -0.7884 0.0 0.1 0.1 0.0544
H 3.3408 3.7339 -1.9966 0.0 0.0 -0.1 0.1057
H 1.6396 3.9016 -1.5364 0.1 0.1 0.1 0.0942
H 1.1934 2.2301 -3.0715 0.1 0.0 0.0 0.0674
C 4.0745 -2.6974 2.6605 0.1 0.1 0.0 -0.0954
C 3.8813 -1.5967 1.6350 -0.3 -0.2 0.1 -0.3093
O 3.4942 -2.1356 0.3731 0.1 0.0 -0.1 -0.0992
H 4.8308 -3.4053 2.3238 0.0 0.0 0.0 0.0744
H 4.3816 -2.2833 3.6237 0.0 0.0 0.0 0.0762
H 3.1505 -3.2601 2.8001 0.0 0.0 0.0 0.0620
H 4.8097 -1.0482 1.4795 0.0 0.0 -0.1 0.1107
H 3.1149 -0.8886 1.9691 0.1 0.1 0.1 0.1093
H 2.6676 -2.6127 0.5045 0.1 0.0 0.0 0.0532
C 3.4110 -7.6528 3.7618 0.1 0.0 0.0 -0.0935
C 3.0700 -6.1964 3.5066 -0.1 -0.3 -0.3 -0.3256
O 3.5354 -5.7735 2.2272 0.0 0.0 0.0 -0.0981
H 4.4889 -7.8065 3.7019 0.0 0.0 0.1 0.0765
H 3.0648 -7.9703 4.7468 0.0 0.0 0.0 0.0739
H 2.9499 -8.2951 3.0077 -0.1 0.0 0.1 0.0718
H 3.5473 -5.5569 4.2482 0.0 0.1 -0.1 0.1104
H 1.9872 -6.0399 3.5626 0.0 0.0 0.2 0.1096
H 3.1095 -6.3270 1.5632 0.1 0.0 0.0 0.0839
C -0.5088 3.1456 1.3339 0.1 0.0 0.1 -0.0931
C -0.8385 4.6145 1.1599 -0.1 -0.3 -0.3 -0.3128
O -0.3472 5.0985 -0.0891 0.1 0.2 0.0 -0.0922
H 0.5706 2.9905 1.2847 0.0 0.1 0.0 0.0632
H -0.8753 2.7701 2.2894 -0.1 -0.1 -0.1 0.0704
H -0.9569 2.5525 0.5336 -0.1 0.0 0.1 0.0678
H -0.3733 5.2081 1.9457 0.0 0.1 -0.1 0.1108
H -1.9211 4.7759 1.2014 0.0 0.0 0.2 0.1064
H -0.7683 4.5815 -0.7846 0.0 0.1 0.0 0.0757
C -4.9380 -0.4236 1.9419 0.0 0.0 0.1 -0.0852
C -4.1742 0.7559 1.3710 0.2 -0.3 0.0 -0.3107
O -2.8340 0.7875 1.8609 0.0 0.1 0.1 -0.0936
H -4.9558 -0.3757 3.0320 0.0 0.1 0.0 0.0781
H -5.9644 -0.4391 1.5730 0.0 0.0 0.0 0.0538
H -4.4551 -1.3659 1.6700 0.0 0.0 -0.1 0.0714
H -4.6467 1.6929 1.6619 0.1 0.0 0.0 0.1102
H -4.1485 0.7086 0.2777 -0.2 0.1 0.0 0.1103
H -2.4064 -0.0343 1.5953 0.0 0.1 0.0 0.0747
C -9.0537 0.4147 2.1317 0.0 0.0 0.0 -0.0891
C -8.7326 1.7560 1.4976 -0.2 -0.4 -0.2 -0.3180
O -7.9730 1.5737 0.3034 0.2 0.1 0.0 -0.0900
H -8.1353 -0.1263 2.3625 0.0 0.0 0.1 0.0557
H -9.6277 0.5399 3.0514 0.0 0.0 0.0 0.0748
H -9.6306 -0.2089 1.4439 -0.1 0.0 0.0 0.0737
H -8.1399 2.3689 2.1735 0.1 0.1 -0.1 0.0975
H -9.6497 2.3013 1.2568 0.0 0.1 0.2 0.1105
H -8.5035 1.0402 -0.2983 0.1 0.1 0.0 0.0785
C 5.5055 -3.4162 -6.1122 0.0 0.1 0.0 -0.0906
C 4.7306 -4.1383 -5.0259 -0.1 0.0 -0.3 -0.3113
O 3.4469 -3.5473 -4.8283 0.1 -0.1 0.0 -0.1129
H 5.6292 -2.3635 -5.8550 0.0 0.0 0.0 0.0718
H 6.4915 -3.8618 -6.2529 0.0 0.0 0.0 0.0742
H 4.9672 -3.4561 -7.0624 0.0 -0.1 0.0 0.0723
H 5.2595 -4.0794 -4.0758 -0.1 0.0 0.1 0.1133
H 4.6010 -5.1947 -5.2830 0.1 0.0 0.1 0.1081
H 2.9671 -3.6055 -5.6624 0.0 0.0 0.1 0.0849
C 6.8278 0.6497 -3.2948 0.1 -0.1 0.0 -0.0933
C 6.6333 1.4420 -2.0148 -0.3 0.1 -0.4 -0.3195
O 6.4794 2.8291 -2.3031 0.1 0.0 0.1 -0.0866
H 7.7053 1.0093 -3.8339 0.0 0.0 0.1 0.0747
H 6.9557 -0.4137 -3.0832 0.0 0.0 0.0 0.0705
H 5.9677 0.7720 -3.9576 0.0 -0.1 0.1 0.0720
H 7.4995 1.3338 -1.3634 0.0 0.2 0.0 0.1109
H 5.7501 1.0897 -1.4716 0.1 -0.1 0.1 0.0936
H 5.7067 2.9247 -2.8716 0.1 0.0 0.0 0.0725
C -6.4528 6.1491 2.3710 0.0 0.0 -0.1 -0.0942
C -7.9533 6.3195 2.5204 0.2 -0.2 0.3 -0.3197
O -8.5900 5.0695 2.7760 -0.1 0.0 -0.1 -0.0934
H -6.2284 5.4566 1.5586 0.0 0.0 0.0 0.0747
H -5.9679 7.1042 2.1630 0.0 0.0 0.0 0.0735
H -6.0190 5.7305 3.2827 0.0 0.1 0.0 0.0713
H -8.3856 6.7176 1.6038 -0.1 -0.1 0.0 0.1111
H -8.1827 7.0109 3.3380 0.0 0.1 -0.1 0.1070
H -8.2206 4.7161 3.5928 0.0 0.0 -0.1 0.0778
```
Forces are in eV/Å.

## Properties
- SMILES string: BC(F)(F)C(F)(F)F.CCO.CCO.CCO.CCO.CCO.CCO.CCO.CCO.CCO
- HOMO-LUMO gap: 0.3549 hartree
- Lowest unoccupied orbital energy: -0.21 eV